1.
Formula: C25H41BrN2P2Pd
Source: the OMol25 dataset
Level of theory: the ωB97M-V functional and the def2-TZVPD basis

Computed properties:
- Net charge: +4
- Multiplicity: 5
- Highest occupied orbital energy (spin up / spin down): -0.66039 / -0.74053 hartree
- Energy above the lowest of the compared OMol25 structures with the same formula, charge and spin: 2.756 eV
- Frontier orbital gap (spin up / spin down): 0.1456 / 0.1861 hartree

Geometry as XYZ:
```
72
Properties=species:S:1:pos:R:3:forces:R:3
C -6.228 -0.647 -1.545 0.6 -0.7 -0.2
C -5.469 -1.406 -0.632 -0.1 -0.1 -0.4
C -5.264 -2.772 -0.924 0.1 0.8 -0.5
C -5.592 -3.235 -2.203 0.0 -1.6 -0.9
N -6.173 -2.457 -3.115 0.7 1.6 4.0
C -6.521 -1.212 -2.799 -0.9 0.5 -1.5
C -4.750 -0.783 0.455 0.6 0.1 0.9
C -3.969 -0.338 1.295 -0.5 -0.1 -0.3
C -2.917 0.251 2.068 -1.0 -0.3 -0.6
C -2.841 1.655 2.217 0.5 1.4 -0.4
C -1.582 2.267 2.236 -1.7 -0.4 0.3
C -0.491 1.395 2.124 0.0 0.7 -0.2
C -0.569 0.074 2.583 -1.4 -1.0 0.2
C -1.834 -0.528 2.519 1.9 -0.5 0.2
Pd 1.142 1.639 0.943 2.3 -1.1 -0.4
P 0.202 0.572 -0.876 -0.2 -0.2 -1.0
H -4.768 -3.437 -0.219 -0.1 0.0 -0.3
H -6.517 0.379 -1.339 0.0 -0.1 -0.2
H -5.351 -4.258 -2.499 -0.1 0.1 0.1
H -7.029 -0.625 -3.572 0.0 -0.1 0.2
H -1.964 -1.601 2.685 0.1 0.3 0.0
H -3.775 2.220 2.173 0.4 0.1 -0.1
H 0.336 -0.462 2.865 -0.3 -0.2 -0.1
H -1.464 3.350 2.264 -0.1 -0.2 -0.1
C 1.379 0.472 -2.281 1.0 0.5 0.5
C 1.058 -0.387 -3.500 -0.6 -0.3 -0.4
H 2.303 0.087 -1.815 -0.5 0.3 -0.3
H 1.608 1.505 -2.585 -0.1 -0.2 0.0
H 1.861 -0.245 -4.237 -0.1 0.0 0.3
H 1.033 -1.458 -3.267 0.0 0.2 0.0
H 0.125 -0.114 -4.004 0.2 -0.1 0.1
C -0.354 -1.127 -0.572 0.3 -0.4 0.9
C -1.521 -1.643 -1.416 -0.3 0.0 -0.4
H -0.622 -1.200 0.491 0.1 0.0 -0.4
H 0.540 -1.764 -0.688 -0.2 0.3 -0.1
H -1.704 -2.699 -1.172 0.2 0.3 0.0
H -2.450 -1.106 -1.192 0.2 0.0 -0.1
H -1.324 -1.588 -2.495 -0.1 0.0 0.3
C -1.207 1.657 -1.262 -0.2 0.3 0.4
C -1.556 1.823 -2.739 -0.1 -0.1 -0.4
H -1.006 2.646 -0.816 0.0 -0.3 -0.1
H -2.056 1.251 -0.693 0.1 0.1 -0.1
H -2.381 2.539 -2.827 0.2 -0.1 0.1
H -0.722 2.219 -3.327 -0.1 -0.1 0.1
H -1.891 0.887 -3.195 0.1 0.1 0.1
Br 3.405 0.184 0.378 -0.8 1.4 0.3
P 3.091 -2.576 0.740 0.3 -2.0 0.8
C 2.992 -3.491 -0.838 -0.4 0.5 -0.5
C 4.205 -4.344 -1.181 0.4 -0.3 -0.1
H 2.842 -2.720 -1.613 0.1 -0.3 0.0
H 2.077 -4.105 -0.824 0.2 0.3 0.1
H 4.046 -4.806 -2.162 0.1 0.1 0.2
H 5.119 -3.747 -1.237 -0.1 -0.1 -0.1
H 4.363 -5.150 -0.458 -0.1 0.2 -0.1
C 4.763 -2.636 1.488 0.0 1.0 -0.3
C 5.035 -3.659 2.577 0.0 -0.4 0.2
H 4.867 -1.618 1.901 0.2 -0.3 -0.1
H 5.480 -2.719 0.662 -0.1 0.1 0.2
H 6.050 -3.492 2.953 -0.2 0.0 -0.1
H 4.352 -3.563 3.429 0.2 0.0 -0.2
H 4.981 -4.684 2.196 0.1 0.2 0.1
C 1.962 -3.425 1.915 -0.4 0.7 0.2
C 1.964 -4.951 1.878 0.0 -0.4 0.0
H 0.949 -3.041 1.700 0.2 -0.2 0.1
H 2.225 -3.065 2.921 -0.1 0.0 -0.3
H 1.212 -5.322 2.585 0.2 0.1 -0.1
H 1.706 -5.348 0.892 0.0 0.1 0.1
H 2.926 -5.379 2.177 -0.2 0.2 -0.1
N 1.833 3.415 -0.182 -0.9 0.0 -0.2
H 2.467 4.027 0.334 0.1 -0.1 0.0
H 1.014 3.978 -0.443 0.5 0.0 0.0
H 2.298 3.106 -1.039 0.1 0.2 0.3
```
Positions in Å, forces in eV/Å.

---

2.
Formula: C3H3F3O
Source: the OMol25 dataset
Level of theory: the ωB97M-V functional and the def2-TZVPD basis

Computed properties:
- Net charge: 0
- Highest occupied orbital energy: -0.41469 hartree
- Energy above the lowest of the compared OMol25 structures with the same formula, charge and spin: 3.425 eV
- Frontier orbital gap: 0.4194 hartree

Geometry as XYZ:
```
10
Properties=species:S:1:pos:R:3:forces:R:3
C 0.736 0.274 -0.760 0.0 3.7 1.2
C 0.238 -0.243 0.497 0.4 -4.2 -1.0
C -0.728 0.302 -0.473 -1.9 -0.5 1.7
O 0.580 0.059 1.705 -0.5 0.1 0.1
F 0.235 -2.138 0.248 0.0 3.8 0.6
F -1.430 1.410 0.020 0.9 -1.3 -1.3
F -1.490 -0.574 -1.154 0.0 1.3 0.3
H 1.257 1.248 -0.767 0.0 -0.8 0.0
H 0.862 -0.408 -1.494 1.0 -2.0 -2.3
H -0.260 0.070 2.178 0.0 0.0 0.8
```
Positions in Å, forces in eV/Å.

---

3.
Formula: H3N3O2
Source: the OMol25 dataset
Level of theory: the ωB97M-V functional and the def2-TZVPD basis

Computed properties:
- Net charge: 0
- Highest occupied orbital energy: -0.33332 hartree
- SMILES string: N/[N+]([O-])=N/O
- Energy above the lowest of the compared OMol25 structures with the same formula, charge and spin: 0.748 eV
- Frontier orbital gap: 0.3647 hartree

Geometry as XYZ:
```
8
Properties=species:S:1:pos:R:3:forces:R:3
N 0.657 0.680 0.081 -0.5 2.3 2.9
N -0.122 -0.440 0.082 -0.5 -1.1 -2.1
O -0.835 -0.806 1.042 0.9 0.4 -0.4
N 0.049 -1.089 -1.048 0.2 1.7 2.2
O -0.535 -2.277 -1.013 -0.6 -1.4 -0.9
H 1.082 0.772 -0.809 0.3 0.4 -0.7
H 0.353 1.559 0.654 0.3 -2.7 -1.7
H -0.626 -2.622 -0.116 -0.1 0.4 0.7
```
Positions in Å, forces in eV/Å.

---

4.
Formula: C39H57I2NO34
Source: the OMol25 dataset
Level of theory: the ωB97M-V functional and the def2-TZVPD basis

Computed properties:
- Net charge: 0
- Highest occupied orbital energy: -0.31219 hartree
- Frontier orbital gap: 0.3143 hartree

Geometry as XYZ:
```
133
Properties=species:S:1:pos:R:3:forces:R:3
C 3.894 6.143 0.738 0.6 0.5 0.2
C 2.823 7.422 0.853 -0.2 -1.8 0.3
I 3.707 9.247 -0.080 -0.1 -0.7 1.4
C 1.410 7.158 0.064 -0.7 0.0 1.6
I 1.639 7.445 -2.093 -0.6 -0.4 0.4
C 0.758 5.668 0.288 1.0 -0.6 -1.1
O -0.719 5.652 0.348 1.7 0.9 1.4
C -1.225 6.149 1.637 -0.9 1.1 0.3
C -2.157 7.525 1.493 0.2 -0.6 0.4
N -3.372 7.277 0.598 1.2 0.8 0.3
H 4.991 6.581 0.589 -2.4 -1.0 0.2
H 3.920 5.522 1.745 -0.3 1.3 -2.1
H 3.637 5.421 -0.157 0.4 1.6 1.7
H 2.621 7.574 2.017 0.3 0.1 -2.7
H 0.620 7.941 0.436 1.6 -1.4 -0.9
H 1.045 5.035 -0.682 -0.8 1.3 2.2
H 1.291 5.145 1.188 -1.3 1.0 -1.3
H -0.322 6.434 2.324 -1.8 -0.8 -1.0
H -1.938 5.327 2.070 1.6 1.5 -0.6
H -2.595 7.790 2.560 1.1 -0.6 -2.0
H -1.492 8.427 1.155 -1.1 -1.6 0.5
H -3.108 6.757 -0.268 -0.1 1.0 0.9
H -3.792 8.213 0.370 0.6 -1.5 0.0
C -0.256 0.719 1.975 -0.7 -1.0 -0.1
C -1.008 2.010 1.934 -1.2 -0.1 -0.3
O -0.021 2.971 2.258 1.4 0.0 -0.1
C 1.187 2.423 1.938 1.3 0.2 0.0
O 2.241 3.036 1.928 -1.7 -0.8 -0.1
O 1.062 1.099 1.629 0.9 1.9 0.1
H -0.648 -0.014 1.264 0.7 0.5 0.2
H -0.245 0.273 2.975 0.0 0.4 -0.7
H -1.404 2.231 0.938 0.0 0.1 0.0
H -1.828 2.037 2.657 0.2 0.1 -0.1
C 3.782 2.245 -1.579 -0.5 -0.2 1.3
C 5.210 2.627 -1.794 0.8 0.3 1.0
O 5.422 2.333 -3.162 -1.0 -0.1 -0.9
C 4.200 2.365 -3.769 -0.1 -0.2 -2.0
O 4.029 2.324 -4.976 0.2 0.0 2.4
O 3.195 2.450 -2.850 0.5 0.1 -1.1
H 3.294 2.866 -0.822 -0.1 -0.1 -0.2
H 3.667 1.191 -1.302 0.0 0.1 0.0
H 5.387 3.695 -1.630 0.0 -0.1 0.0
H 5.894 2.052 -1.164 0.0 0.1 -0.3
C -3.675 -2.771 4.355 -0.5 -1.1 0.7
C -3.739 -1.338 4.775 -0.4 0.3 0.8
O -2.784 -0.712 3.940 -0.1 -0.3 -1.2
C -2.645 -1.500 2.834 0.9 0.3 -1.4
O -2.030 -1.178 1.831 -2.1 -1.2 2.1
O -3.286 -2.694 2.996 0.7 1.0 -0.4
H -4.640 -3.277 4.453 0.2 0.1 -0.3
H -2.918 -3.336 4.908 0.0 0.1 -0.1
H -4.721 -0.891 4.588 0.0 -0.1 0.0
H -3.481 -1.202 5.829 0.1 0.1 -0.2
C 1.492 -0.473 -3.393 1.0 0.5 0.5
C 0.930 -0.151 -4.740 0.5 1.0 -0.7
O 0.099 -1.262 -5.019 -0.5 -0.8 0.7
C -0.243 -1.814 -3.819 -1.4 -1.5 0.5
O -1.085 -2.685 -3.675 1.7 1.7 -0.4
O 0.481 -1.265 -2.799 -0.9 -0.6 -0.7
H 1.683 0.423 -2.796 -0.2 -0.2 0.0
H 2.413 -1.063 -3.454 -0.1 0.0 0.0
H 0.317 0.756 -4.731 0.1 -0.1 0.0
H 1.708 -0.047 -5.501 -0.2 -0.1 0.1
C -1.947 -1.342 -8.324 -0.5 -0.2 1.0
C -0.519 -0.961 -8.539 0.8 0.2 0.8
O -0.306 -1.254 -9.907 -0.8 -0.1 -0.6
C -1.529 -1.222 -10.514 -0.4 -0.1 -2.7
O -1.699 -1.263 -11.721 0.4 0.1 2.8
O -2.534 -1.138 -9.595 0.6 0.0 -0.8
H -2.434 -0.721 -7.567 0.0 -0.1 -0.2
H -2.061 -2.396 -8.047 0.0 0.1 0.0
H -0.342 0.108 -8.375 0.0 -0.1 0.0
H 0.166 -1.535 -7.909 0.0 0.1 -0.2
C 2.346 -3.357 4.245 1.3 -0.5 0.2
C 1.124 -4.189 4.468 0.1 -1.4 0.0
O 0.131 -3.232 4.783 -0.2 1.3 -0.2
C 0.537 -2.046 4.242 -0.5 1.5 -0.2
O -0.157 -1.045 4.177 1.6 -2.6 0.9
O 1.821 -2.126 3.784 -1.6 0.5 0.2
H 3.018 -3.794 3.502 -0.2 0.2 0.0
H 2.905 -3.179 5.170 -0.2 -0.1 -0.2
H 0.819 -4.732 3.568 0.0 0.1 0.1
H 1.250 -4.902 5.288 -0.1 0.2 -0.1
C 1.105 -3.617 9.302 -0.8 0.7 0.5
C 1.512 -4.982 9.755 -0.3 -0.5 1.0
O 2.131 -5.534 8.609 0.4 0.6 -0.8
C 2.557 -4.487 7.844 1.4 -0.2 -1.7
O 3.281 -4.596 6.869 -1.6 0.2 2.2
O 2.069 -3.302 8.315 0.6 -0.8 -0.5
H 1.128 -2.885 10.114 0.1 0.0 -0.3
H 0.112 -3.608 8.842 0.1 0.0 0.0
H 2.241 -4.952 10.571 -0.1 0.0 -0.1
H 0.657 -5.590 10.065 0.2 0.0 -0.2
C -3.399 -6.185 -4.222 -0.4 0.5 -1.0
C -3.066 -5.408 -2.990 0.2 1.3 0.0
O -3.084 -6.390 -1.972 0.1 -1.2 -0.2
C -2.856 -7.593 -2.576 0.3 -1.8 1.1
O -2.638 -8.633 -1.978 -0.3 2.2 -1.2
O -2.903 -7.479 -3.935 0.2 -0.4 1.0
H -2.919 -5.775 -5.116 0.0 -0.2 0.1
H -4.478 -6.250 -4.397 0.1 0.0 0.0
H -2.066 -4.962 -3.034 -0.2 0.0 0.0
H -3.797 -4.621 -2.784 0.2 -0.2 0.1
C 0.959 -8.004 -0.969 -0.5 -0.8 -0.7
C 0.163 -6.954 -0.263 -1.3 0.2 -0.2
O 1.037 -6.518 0.761 1.1 -0.1 0.0
C 2.306 -6.806 0.349 2.0 0.7 1.0
O 3.317 -6.415 0.909 -2.2 -0.8 -1.2
O 2.297 -7.586 -0.770 0.3 0.7 0.8
H 0.724 -8.057 -2.036 0.2 0.0 0.2
H 0.829 -8.996 -0.526 0.0 0.1 0.0
H -0.075 -6.104 -0.911 0.0 -0.1 0.1
H -0.764 -7.350 0.161 0.2 0.2 0.0
C -8.393 -0.167 3.082 -0.6 0.9 0.4
C -8.071 -0.450 1.651 -0.4 0.6 -0.9
O -7.048 -1.424 1.733 0.2 -0.6 0.9
C -7.183 -2.040 2.944 1.1 -1.9 0.5
O -6.575 -3.043 3.278 -1.4 2.2 -0.7
O -8.087 -1.387 3.731 0.7 -0.7 -0.4
H -9.444 0.098 3.229 0.2 -0.2 0.1
H -7.764 0.624 3.504 0.0 -0.1 0.0
H -8.922 -0.875 1.107 0.1 0.0 0.1
H -7.719 0.439 1.120 0.1 -0.3 0.0
C 5.236 5.464 -5.271 -0.4 -0.8 -0.6
C 4.441 6.513 -4.565 -1.1 0.2 -0.2
O 5.314 6.950 -3.541 0.9 -0.2 0.0
C 6.583 6.662 -3.953 2.1 0.8 1.1
O 7.594 7.053 -3.393 -2.3 -0.9 -1.2
O 6.574 5.881 -5.072 0.3 0.7 0.8
H 5.001 5.411 -6.338 0.2 0.0 0.2
H 5.106 4.471 -4.828 0.1 0.2 -0.2
H 4.202 7.364 -5.213 0.0 0.0 0.1
H 3.513 6.118 -4.141 0.2 0.1 0.1
```
Positions in Å, forces in eV/Å.

---

5.
Formula: C16H11AsCl3FN2O3ReS4
Source: the OMol25 dataset
Level of theory: the ωB97M-V functional and the def2-TZVPD basis

Computed properties:
- Net charge: +3
- Highest occupied orbital energy: -0.63647 hartree
- Energy above the lowest of the compared OMol25 structures with the same formula, charge and spin: 0.000 eV
- Frontier orbital gap: 0.2594 hartree

Geometry as XYZ:
```
42
Properties=species:S:1:pos:R:3:forces:R:3
Re -0.226 -0.032 -0.525 -0.2 -0.4 0.1
C -0.553 -2.496 7.288 0.0 0.0 0.0
C 0.665 -1.705 6.862 0.0 0.0 0.0
C 0.942 -0.506 7.748 0.0 0.0 0.0
C 2.260 0.135 7.359 0.0 0.0 0.0
C 2.304 0.438 5.886 0.0 0.0 0.0
C 3.191 1.385 5.403 0.0 0.0 0.0
C 3.226 1.704 4.051 0.0 0.0 0.1
F 4.092 2.608 3.630 0.0 0.0 0.0
C 2.373 1.124 3.148 -0.1 -0.1 0.0
C 1.466 0.164 3.604 0.0 0.0 0.0
C 0.543 -0.424 2.657 0.3 0.3 0.1
O 0.583 -0.092 1.442 -0.1 0.0 -0.3
C -0.358 -1.375 3.227 -0.1 -0.2 0.4
C -0.294 -1.737 4.609 0.0 0.0 -0.1
N 0.557 -1.203 5.423 0.1 0.1 0.0
C 1.450 -0.195 4.973 -0.1 -0.1 0.0
C -1.319 -2.038 2.508 0.1 0.1 -0.2
O -2.112 -2.592 1.941 -0.2 -0.1 0.0
O -1.171 -1.383 -0.454 0.3 0.3 0.0
H -0.421 -2.751 8.339 0.0 0.0 0.0
H -0.666 -3.445 6.762 0.0 0.0 0.0
H -1.471 -1.909 7.211 0.0 0.0 0.0
H 1.546 -2.353 6.842 0.0 0.0 0.0
H 0.981 -0.851 8.780 0.0 0.0 0.0
H 0.115 0.206 7.678 0.0 0.0 0.0
H 3.090 -0.533 7.608 0.0 0.0 0.0
H 2.427 1.056 7.917 0.0 0.0 0.0
H 3.864 1.897 6.080 0.0 0.0 0.0
H 2.404 1.414 2.109 0.0 0.0 0.0
H -0.959 -2.491 5.005 0.0 0.0 0.0
S -3.772 2.838 -2.899 0.0 -0.1 0.0
As -1.902 2.225 -2.071 0.0 0.0 0.1
S -0.523 0.624 -2.701 0.0 0.2 0.0
S -1.468 1.763 0.072 -0.2 0.1 0.0
S -2.050 4.185 -2.901 0.1 0.0 0.0
Cl 4.518 0.274 -3.287 0.0 0.0 0.0
C 4.366 -0.245 -1.622 -0.2 0.0 0.0
Cl 4.857 -1.916 -1.393 0.0 0.0 0.0
Cl 5.176 0.850 -0.508 0.0 0.0 0.0
C 2.923 -0.191 -1.276 0.1 0.0 0.0
N 1.810 -0.140 -1.010 0.0 -0.1 0.1
```
Positions in Å, forces in eV/Å.

---

6.
Formula: C18H20N2O3
Source: the OMol25 dataset
Level of theory: the ωB97M-V functional and the def2-TZVPD basis

Computed properties:
- Net charge: 0
- Highest occupied orbital energy: -0.24393 hartree
- Energy above the lowest of the compared OMol25 structures with the same formula, charge and spin: 6.855 eV
- Frontier orbital gap: 0.1925 hartree

Geometry as XYZ:
```
43
Properties=species:S:1:pos:R:3:forces:R:3
C -3.640 -1.778 2.630 -0.2 0.2 0.0
C -3.560 -0.479 1.831 0.3 0.2 -0.5
C -2.500 0.504 2.341 -0.1 0.3 0.4
N -1.195 -0.166 2.506 1.0 0.1 0.3
C -0.075 0.489 2.219 -1.8 -1.5 1.5
C 1.207 -0.176 2.189 1.1 -1.3 0.3
C 1.346 -1.564 1.871 0.6 0.4 0.3
C 2.564 -2.236 2.072 -0.4 0.3 -0.3
C 3.694 -1.544 2.521 -0.3 0.4 0.0
C 3.589 -0.170 2.771 -0.1 -0.3 -0.2
C 2.371 0.494 2.611 -0.2 0.1 -0.2
C -1.261 -1.343 3.392 -0.3 -1.0 0.0
C -2.270 -2.377 2.885 0.4 -0.3 0.0
H -4.149 -1.598 3.581 0.1 0.1 0.0
H -4.256 -2.493 2.081 0.0 0.0 0.1
H -3.329 -0.701 0.781 0.0 0.0 0.1
H -4.529 0.030 1.837 0.1 0.0 0.0
H -2.356 1.344 1.645 -0.1 -0.3 0.3
H -2.803 0.899 3.324 0.1 0.0 -0.2
H -0.213 1.570 2.210 0.6 0.0 -1.0
H 0.512 -2.114 1.444 0.0 0.1 0.1
H 2.643 -3.301 1.834 -0.1 0.4 0.0
H 4.655 -2.063 2.636 -0.5 0.3 0.0
H 4.476 0.391 3.059 -0.3 -0.1 0.0
H 2.298 1.562 2.779 0.1 0.0 0.0
H -0.283 -1.822 3.535 -0.4 0.5 -0.2
H -1.600 -0.998 4.387 0.1 0.2 -0.4
H -2.342 -3.183 3.623 0.0 0.1 0.0
H -1.874 -2.846 1.975 -0.1 0.2 0.0
O 0.154 7.100 2.827 1.4 0.2 -1.2
N 1.087 7.145 2.003 -0.4 2.0 1.1
O 1.765 8.172 1.777 -1.4 -1.6 0.7
C 1.414 5.966 1.255 0.6 -0.9 -1.3
C 2.390 6.109 0.266 -0.4 -0.7 0.2
C 2.651 4.970 -0.509 0.2 0.6 0.0
C 2.027 3.759 -0.315 -0.5 -0.1 0.8
C 1.073 3.552 0.762 1.3 1.9 -1.3
O 0.607 2.393 0.986 -0.5 0.5 0.2
C 0.741 4.765 1.473 -0.2 -0.7 0.2
H 2.879 7.056 0.108 0.0 -0.1 0.0
H 3.388 5.074 -1.295 0.0 -0.1 -0.1
H 2.260 2.910 -0.955 0.0 0.1 0.2
H -0.054 4.748 2.212 0.2 -0.1 0.0
```
Positions in Å, forces in eV/Å.